1.
C36H47BeO2Si3 | ωB97M-V with the def2-TZVPD basis set

```
89
Properties=species:S:1:pos:R:3
Be 0.332 0.011 -0.267
C 0.402 2.428 0.838
Si 0.246 1.244 2.337
C 1.822 1.565 3.359
C -1.270 1.626 3.447
C -1.890 2.780 3.980
C -3.067 2.641 4.653
C -3.744 1.393 4.655
C -3.122 0.225 4.144
C -1.869 0.396 3.536
Si -0.795 -0.867 2.596
C -1.799 -1.817 1.231
C -0.028 -1.878 4.012
H 0.529 3.474 1.253
H -0.427 2.429 0.054
H 1.282 2.265 0.235
H 1.563 2.049 4.340
H 2.468 2.238 2.782
H 2.392 0.647 3.574
H -1.410 3.774 3.907
H -3.460 3.473 5.173
H -4.752 1.379 5.106
H -3.605 -0.743 4.211
H -1.794 -1.246 0.301
H -2.838 -1.870 1.588
H -1.509 -2.818 1.059
H 0.372 -2.837 3.544
H -0.790 -2.147 4.763
H 0.778 -1.319 4.469
C 7.370 -1.433 3.241
C 6.047 -1.435 2.496
C 5.745 -0.327 1.691
C 4.726 -0.322 0.715
C 4.695 0.753 -0.319
C 3.725 -1.378 0.756
C 2.447 -1.344 0.192
O 1.767 -0.246 -0.237
C 4.096 -2.528 1.537
C 3.252 -3.819 1.410
C 5.143 -2.466 2.494
H 7.288 -1.128 4.286
H 7.981 -0.655 2.750
H 7.898 -2.410 3.213
H 6.391 0.557 1.747
H 3.784 1.375 -0.256
H 4.641 0.310 -1.345
H 5.564 1.424 -0.194
H 1.962 -2.290 0.108
H 2.233 -3.641 1.837
H 3.637 -4.624 2.056
H 3.242 -4.170 0.404
H 5.226 -3.272 3.240
C -3.342 2.423 -1.363
C -3.613 1.014 -1.871
C -4.224 0.211 -0.706
C -4.604 0.983 -3.051
Si -1.923 0.288 -2.414
O -0.876 0.221 -1.129
C -1.987 -1.420 -3.145
C -1.357 -2.499 -2.534
C -1.323 -3.742 -3.172
C -1.839 -3.884 -4.480
C -2.567 -2.828 -4.993
C -2.689 -1.633 -4.341
C -1.049 1.473 -3.541
C -1.241 1.492 -4.910
C -0.905 2.652 -5.641
C -0.179 3.644 -5.025
C 0.135 3.521 -3.665
C -0.191 2.396 -2.944
H -4.298 2.820 -0.925
H -2.954 3.117 -2.159
H -2.559 2.381 -0.587
H -5.105 0.758 -0.354
H -3.581 0.163 0.233
H -4.499 -0.799 -1.068
H -5.612 1.288 -2.702
H -4.710 -0.067 -3.415
H -4.336 1.605 -3.927
H -0.888 -2.347 -1.554
H -0.865 -4.572 -2.682
H -1.610 -4.751 -5.109
H -3.046 -2.864 -5.981
H -3.309 -0.822 -4.701
H -1.626 0.568 -5.390
H -1.155 2.722 -6.690
H 0.077 4.498 -5.644
H 0.766 4.267 -3.159
H 0.205 2.297 -1.961
```

Calculated values
charge	-1
HOMO	-1.222	eV
2S+1	1

These are the Löwdin partial charges, in e, on atoms 1 to 8:
1 Be 0.18
2 C -0.21
3 Si 0.61
4 C -0.19
5 C -0.29
6 C -0.09
7 C -0.11
8 C -0.08


2.
C36H48ClIN2O3SSb2Se4V | ωB97M-V with the def2-TZVPD basis set

```
99
Properties=species:S:1:pos:R:3
V -0.890 -0.687 2.762
Se -2.680 -3.688 5.195
Sb -4.059 -0.284 4.264
Se -1.820 -1.454 5.108
Se -3.102 0.019 1.883
Se -4.069 2.003 5.175
Cl -0.330 6.625 -0.737
C -1.014 5.392 0.305
C -1.298 5.677 1.630
C -1.853 4.668 2.394
C -2.108 3.430 1.811
N -1.819 3.171 0.536
C -1.279 4.134 -0.203
H -1.084 6.656 2.040
H -2.086 4.810 3.441
H -2.539 2.622 2.392
H -1.040 3.903 -1.238
C 0.154 1.504 -3.864
C -1.043 0.552 -3.928
C -0.976 -0.227 -5.239
C -2.309 1.410 -3.937
Sb -0.996 -0.559 -1.992
C -2.904 -1.672 -2.035
C -4.005 -0.648 -1.735
C -2.906 -2.656 -0.864
C -3.216 -2.409 -3.331
C 0.563 -2.109 -2.347
C 0.349 -3.221 -1.317
C 1.878 -1.413 -1.984
C 0.689 -2.740 -3.729
H 0.146 2.173 -4.735
H 1.108 0.971 -3.866
H 0.115 2.126 -2.966
H -1.186 0.454 -6.076
H -1.699 -1.040 -5.287
H 0.012 -0.650 -5.411
H -2.207 2.198 -4.696
H -2.496 1.896 -2.975
H -3.192 0.824 -4.194
H -3.850 -0.169 -0.765
H -4.964 -1.179 -1.680
H -4.100 0.121 -2.499
H -2.619 -2.171 0.072
H -2.270 -3.524 -1.033
H -3.931 -3.022 -0.721
H -3.344 -1.725 -4.172
H -4.158 -2.960 -3.212
H -2.442 -3.136 -3.592
H 0.072 -2.838 -0.332
H 1.280 -3.791 -1.198
H -0.421 -3.923 -1.637
H 1.850 -1.083 -0.943
H 2.091 -0.549 -2.621
H 2.713 -2.119 -2.089
H -0.266 -3.087 -4.126
H 1.360 -3.608 -3.669
H 1.124 -2.050 -4.453
I 2.712 -5.288 1.818
C 0.737 -4.612 1.983
C -0.337 -5.493 1.859
C -1.601 -4.963 1.985
C -1.765 -3.595 2.189
N -0.727 -2.755 2.240
C 0.511 -3.273 2.181
H -0.178 -6.550 1.699
H -2.479 -5.593 1.951
H -2.741 -3.140 2.282
H 1.331 -2.570 2.263
C 1.158 2.165 5.718
O 0.823 0.914 5.140
C -0.043 0.959 4.041
O -0.298 2.070 3.594
H 1.473 1.966 6.743
H 0.306 2.845 5.710
H 1.984 2.647 5.177
O 0.958 -0.227 1.329
S 1.931 0.718 1.971
C 3.562 0.074 1.553
C 4.264 -0.450 2.627
C 5.507 -1.034 2.405
C 6.025 -1.081 1.121
C 5.314 -0.551 0.050
C 4.076 0.032 0.265
C 1.907 2.204 0.997
C 2.247 3.375 1.655
C 2.241 4.570 0.948
C 1.887 4.576 -0.393
C 1.510 3.399 -1.028
C 1.508 2.201 -0.331
H 3.825 -0.412 3.618
H 6.058 -1.456 3.235
H 6.992 -1.538 0.947
H 5.723 -0.594 -0.952
H 3.512 0.450 -0.560
H 2.467 3.350 2.716
H 2.481 5.496 1.453
H 1.859 5.511 -0.938
H 1.193 3.423 -2.063
H 1.151 1.280 -0.779
```

Calculated values
charge	-2
HOMO (alpha / beta)	-0.558 / -0.909	eV
2S+1	4

These are the Löwdin partial charges, in e, on atoms 1 to 8:
1 V 0.11
2 Se -0.26
3 Sb 0.14
4 Se -0.14
5 Se -0.02
6 Se -0.46
7 Cl 0.65
8 C -0.65


3.
C36H48F3IN3O4S3SiY | ωB97M-V with the def2-TZVPD basis set

```
100
Properties=species:S:1:pos:R:3
Y -0.312 -0.305 -0.827
S 1.004 1.279 1.598
C 2.500 0.557 1.553
N 3.067 -0.044 2.596
C 4.433 -0.551 2.488
C 5.256 0.455 1.731
N 4.652 0.623 0.413
C 5.576 0.886 -0.689
C 6.383 2.133 -0.416
C 7.765 2.086 -0.297
C 8.488 3.244 -0.038
C 7.830 4.455 0.112
C 6.445 4.507 -0.005
C 5.726 3.352 -0.269
C 3.316 0.623 0.273
S 2.539 0.731 -1.178
C 2.428 -0.169 3.904
C 3.110 0.706 4.928
C 3.273 2.066 4.678
C 3.894 2.880 5.613
C 4.354 2.342 6.810
C 4.189 0.989 7.065
C 3.572 0.174 6.124
H 4.437 -1.510 1.961
H 4.827 -0.699 3.491
H 6.274 0.091 1.598
H 5.304 1.405 2.272
H 4.989 1.001 -1.594
H 6.229 0.019 -0.812
H 8.283 1.140 -0.413
H 9.567 3.198 0.049
H 8.391 5.358 0.316
H 5.925 5.451 0.102
H 4.645 3.395 -0.369
H 2.471 -1.218 4.206
H 1.386 0.114 3.790
H 2.898 2.492 3.752
H 4.013 3.937 5.412
H 4.839 2.978 7.540
H 4.544 0.565 7.995
H 3.448 -0.885 6.326
F 3.188 -4.736 0.139
C 1.914 -5.075 0.417
F 1.974 -6.144 1.246
F 1.356 -5.508 -0.718
C 1.162 -3.944 1.061
C 0.684 -4.092 2.345
C -0.027 -3.060 2.949
C -0.218 -1.905 2.228
N 0.284 -1.722 1.005
C 0.949 -2.718 0.381
S 1.465 -2.399 -1.230
H 0.845 -5.025 2.869
H -0.444 -3.164 3.941
H -0.781 -1.074 2.637
I -0.874 2.225 -2.016
C -4.994 0.457 -1.462
C -5.369 -0.869 -0.813
C -5.422 -0.740 0.707
C -6.703 -1.373 -1.345
O -4.405 -1.876 -1.191
Si -2.881 -2.077 -0.636
O -2.191 -0.738 -0.099
O -2.803 -3.198 0.554
C -3.194 -4.579 0.579
C -2.109 -5.423 -0.086
C -3.327 -4.943 2.054
C -4.532 -4.791 -0.127
O -1.887 -2.599 -1.869
C -2.016 -2.608 -3.304
C -3.332 -3.239 -3.743
C -1.912 -1.166 -3.785
C -0.858 -3.436 -3.842
H -5.703 1.237 -1.175
H -5.007 0.362 -2.550
H -3.996 0.764 -1.145
H -6.222 -0.059 1.002
H -4.474 -0.355 1.090
H -5.609 -1.719 1.156
H -7.501 -0.668 -1.104
H -6.940 -2.342 -0.900
H -6.657 -1.493 -2.430
H -1.195 -5.411 0.509
H -1.871 -5.018 -1.071
H -2.441 -6.458 -0.197
H -2.352 -4.911 2.542
H -3.743 -5.947 2.167
H -3.989 -4.229 2.548
H -4.457 -4.560 -1.192
H -5.298 -4.146 0.308
H -4.845 -5.830 -0.014
H -4.182 -2.726 -3.298
H -3.362 -4.292 -3.448
H -3.416 -3.188 -4.831
H -2.761 -0.577 -3.430
H -1.860 -1.100 -4.872
H -0.994 -0.713 -3.391
H -0.912 -4.456 -3.457
H 0.098 -3.014 -3.540
H -0.905 -3.469 -4.933
```

Calculated values
HOMO	-7.755	eV
2S+1	1

These are the Löwdin partial charges, in e, on atoms 1 to 8:
1 Y 0.76
2 S 0.70
3 C -0.70
4 N -0.09
5 C -0.09
6 C -0.10
7 N -0.10
8 C -0.12


4.
C36H48FInN6O13P2SSi | ωB97M-V with the def2-TZVPD basis set

```
109
Properties=species:S:1:pos:R:3
In -0.710 0.616 -0.294
C -0.604 5.937 0.107
C 0.048 4.564 0.092
O 1.456 4.634 0.390
P 0.022 3.770 -1.551
O -1.250 4.228 -2.340
O 1.179 4.506 -2.343
O 0.209 2.288 -1.556
P -0.624 3.464 1.393
O -2.190 3.452 1.081
O -0.247 4.003 2.710
O -0.049 2.059 1.103
H -0.031 6.628 -0.512
H -0.630 6.304 1.133
H -1.622 5.874 -0.274
H 1.539 4.641 1.359
H -1.950 3.517 -2.213
H 1.925 4.724 -1.760
H -2.553 2.903 1.835
C -4.617 4.084 -1.932
C -4.045 2.840 -1.304
O -2.892 2.470 -1.545
N -4.845 2.168 -0.464
C -4.342 1.078 0.369
C -4.180 -0.204 -0.407
C -5.188 -1.157 -0.443
C -5.024 -2.290 -1.225
C -3.884 -2.398 -2.000
C -2.920 -1.407 -1.899
N -3.043 -0.358 -1.088
H -4.080 4.940 -1.522
H -5.680 4.204 -1.734
H -4.446 4.071 -3.006
H -5.771 2.513 -0.285
H -5.021 0.943 1.207
H -3.362 1.358 0.732
H -6.080 -1.023 0.155
H -5.778 -3.066 -1.231
H -3.723 -3.245 -2.651
H -2.006 -1.447 -2.472
C 1.772 -2.464 -4.984
C 0.841 -1.437 -4.333
C 1.340 -0.030 -4.674
C -0.584 -1.621 -4.859
Si 0.837 -1.602 -2.423
O -0.213 -0.469 -1.969
C 0.293 -3.306 -1.770
C 0.762 -4.521 -2.275
C 0.386 -5.734 -1.715
C -0.467 -5.764 -0.622
C -0.948 -4.571 -0.103
C -0.572 -3.367 -0.676
C 2.639 -1.312 -1.901
C 3.068 0.003 -1.712
C 4.385 0.286 -1.383
C 5.296 -0.748 -1.214
C 4.883 -2.063 -1.383
C 3.569 -2.337 -1.736
H 1.875 -2.253 -6.053
H 1.378 -3.477 -4.885
H 2.770 -2.431 -4.538
H 1.258 0.150 -5.751
H 2.387 0.087 -4.389
H 0.755 0.728 -4.149
H -0.605 -1.546 -5.951
H -1.236 -0.848 -4.448
H -0.982 -2.599 -4.576
H 1.436 -4.524 -3.122
H 0.763 -6.661 -2.129
H -0.751 -6.709 -0.178
H -1.612 -4.574 0.754
H -0.959 -2.448 -0.255
H 2.355 0.813 -1.840
H 4.704 1.315 -1.259
H 6.326 -0.531 -0.960
H 5.589 -2.874 -1.250
H 3.264 -3.366 -1.890
F 2.120 2.139 4.837
C 1.210 1.252 5.288
C 0.248 0.800 4.469
N -0.704 -0.087 4.875
C -1.701 -0.627 3.952
C -2.085 0.311 2.770
O -2.592 1.409 3.043
O -1.918 -0.201 1.615
C -0.750 -0.525 6.188
O -1.602 -1.281 6.606
N 0.279 -0.060 6.981
C 1.350 0.770 6.642
O 2.257 0.981 7.418
H 0.196 1.146 3.452
H -2.598 -0.808 4.542
H -1.347 -1.571 3.535
H 0.264 -0.389 7.936
C 2.958 -2.840 2.514
N 3.021 -1.401 2.494
C 4.163 -0.685 3.043
C 3.910 0.769 2.612
N 2.639 0.672 1.908
C 2.179 -0.576 1.855
S 0.746 -1.120 1.153
H 3.931 -3.251 2.241
H 2.214 -3.175 1.794
H 2.680 -3.206 3.506
H 5.090 -1.082 2.622
H 4.196 -0.794 4.130
H 4.686 1.143 1.943
H 3.841 1.442 3.465
H 2.128 1.467 1.559
```

Calculated values
HOMO (alpha / beta)	-8.594 / -8.594	eV
2S+1	1

These are the Löwdin partial charges, in e, on atoms 1 to 8:
1 In 0.79
2 C -0.05
3 C -0.57
4 O -0.08
5 P 0.51
6 O -0.10
7 O -0.07
8 O -0.28


Energy above the lowest of the compared OMol25 structures with the same formula, charge and spin (kcal/mol)
47.4; 0.0; 26.8; 27.0